(1)
This record from OMol25 describes a molecular structure, C39H40ClCrN4OP2. The level of theory is the ωB97M-V functional and the def2-TZVPD basis.

Geometry as XYZ:
```
88
Properties=species:S:1:pos:R:3:forces:R:3
Cr -0.142950 -0.559526 -0.384674 0.1 0.0 0.0
Cl -3.494244 -0.477867 6.011443 0.0 0.0 0.0
C -2.585924 -0.733035 4.571019 0.0 0.0 0.0
C -1.863653 -1.916942 4.408646 0.0 0.0 0.0
C -1.135389 -2.134576 3.258017 0.0 0.1 0.0
C -1.111140 -1.173796 2.247417 0.0 -0.1 0.0
O -0.417283 -1.450511 1.132753 0.0 0.0 0.0
C -1.829367 0.022765 2.409751 0.0 0.0 0.0
C -1.825074 1.073161 1.429166 0.0 0.0 0.0
N -1.137323 1.056468 0.338029 -0.1 0.1 0.0
C -1.161871 2.175090 -0.549962 0.0 -0.1 0.0
C -1.738689 3.393031 -0.304975 0.0 0.1 0.0
C -1.713340 4.409883 -1.282128 0.0 0.0 0.0
C -1.106583 4.209144 -2.487807 0.0 0.0 0.0
C -0.472156 2.975560 -2.761575 0.0 0.0 0.0
C 0.203848 2.706297 -3.974405 0.0 0.0 0.0
C 0.810315 1.496688 -4.158329 0.0 0.0 0.0
C 0.742105 0.543533 -3.130269 0.0 -0.1 0.0
N 0.122162 0.760065 -1.988636 0.0 0.0 0.0
C -0.495734 1.965627 -1.784993 0.0 0.0 0.0
C -2.569229 0.225277 3.586220 0.0 0.0 0.0
H -1.883422 -2.662856 5.191664 0.0 0.0 0.0
H -0.577431 -3.050987 3.119410 0.0 0.0 0.0
H -2.437233 1.938948 1.668279 0.0 0.0 0.0
H -2.220387 3.609510 0.638341 0.0 0.0 0.0
H -2.182850 5.358320 -1.060540 0.0 0.0 0.0
H -1.088108 4.989411 -3.237553 0.0 0.0 0.0
H 0.233701 3.466912 -4.744767 0.0 0.0 0.0
H 1.337037 1.256975 -5.070684 0.0 0.0 0.0
H 1.213380 -0.426354 -3.246928 0.0 0.0 0.0
H -3.127106 1.143276 3.722035 0.0 0.0 0.0
N -1.116736 -2.196333 -2.893463 -0.1 0.0 0.0
P -1.980975 -1.216723 -1.795679 0.0 0.1 0.0
C -3.302820 -2.208781 -1.080813 0.0 0.0 0.0
C -4.598310 -2.207180 -1.599485 0.0 0.0 0.0
C -5.563097 -3.033917 -1.044127 0.0 0.0 0.0
C -5.240133 -3.865708 0.018706 0.0 0.0 0.0
C -3.948234 -3.882514 0.528398 0.0 0.0 0.0
C -2.980091 -3.054675 -0.015172 0.0 0.0 0.0
C -2.771284 0.023919 -2.830280 0.0 0.0 0.0
C -2.440133 0.203950 -4.169432 0.0 0.0 0.0
C -3.023550 1.234866 -4.895624 0.0 0.0 0.0
C -3.926209 2.091704 -4.285072 0.0 0.0 0.0
C -4.257106 1.919206 -2.945533 0.0 0.0 0.0
C -3.684455 0.889014 -2.220133 0.0 0.0 0.0
C -0.017165 -2.886043 -2.395031 0.0 0.0 0.0
C 0.413861 -4.069511 -2.995838 0.0 0.0 0.0
C 1.459984 -4.759044 -2.427320 0.0 0.0 0.0
C 2.052369 -4.265615 -1.265947 0.0 0.0 0.0
C 1.589350 -3.078131 -0.761090 0.0 0.0 0.0
N 0.591701 -2.363254 -1.319102 0.0 0.0 0.0
H -1.636613 -2.694406 -3.605279 0.0 0.0 0.0
H -4.856579 -1.568815 -2.434079 0.0 0.0 0.0
H -6.567386 -3.030775 -1.445389 0.0 0.0 0.0
H -5.997283 -4.507608 0.448685 0.0 0.0 0.0
H -3.698403 -4.539487 1.350702 0.0 0.0 0.0
H -1.972967 -3.071928 0.380321 0.0 0.0 0.0
H -1.726342 -0.451383 -4.651328 0.0 0.0 0.0
H -2.776857 1.360790 -5.941543 0.0 0.0 0.0
H -4.383808 2.889708 -4.854650 0.0 0.0 0.0
H -4.970870 2.581406 -2.473814 0.0 0.0 0.0
H -3.959618 0.745458 -1.180436 0.0 0.0 0.0
H -0.093031 -4.441957 -3.875564 0.0 0.0 0.0
H 1.803038 -5.684430 -2.870288 0.0 0.0 0.0
H 2.855465 -4.791057 -0.771157 0.0 0.0 0.0
H 2.009853 -2.657338 0.137996 0.0 0.0 0.0
C 4.229179 0.026473 2.072324 0.0 0.0 0.0
C 2.850693 -0.503280 1.678809 0.0 0.0 0.0
P 2.076994 0.342504 0.248893 0.0 0.0 0.0
C 1.988830 2.094521 0.793508 0.0 0.0 0.0
C 1.471918 2.307185 2.215093 0.0 0.0 0.0
C 3.385170 0.446639 -1.028722 0.0 0.0 0.0
C 3.860909 -0.875494 -1.622827 0.0 0.0 0.0
H 4.548513 -0.430940 3.007960 0.0 0.0 0.0
H 4.230592 1.106632 2.218392 0.0 0.0 0.0
H 4.981435 -0.211237 1.320554 0.0 0.0 0.0
H 2.138026 -0.411147 2.502549 0.0 0.0 0.0
H 2.911614 -1.570267 1.463947 0.0 0.0 0.0
H 1.368510 2.630743 0.071914 0.0 0.0 0.0
H 2.992718 2.515454 0.697667 0.0 0.0 0.0
H 0.520778 1.805909 2.392364 0.0 0.0 0.0
H 1.332332 3.371137 2.404410 0.0 0.0 0.0
H 2.176013 1.937235 2.959151 0.0 0.0 0.0
H 4.224721 0.967557 -0.562433 0.0 0.0 0.0
H 3.015261 1.116260 -1.809514 0.0 0.0 0.0
H 3.076931 -1.384037 -2.185182 0.0 0.0 0.0
H 4.210725 -1.562967 -0.850689 0.0 0.0 0.0
H 4.695912 -0.700684 -2.300074 0.0 0.0 0.0
```
Forces are in eV/Å.

E_LUMO (alpha / beta)	-6.359 / -6.088	eV
<S²>	0.77
charge	+2
highest occupied orbital energy (alpha / beta)	-13.393 / -13.322	eV
2S+1	2
DFT total energy	-3991.44525	a.u.



(2)
This record from OMol25 describes a molecular structure, C39H40N4O5Pb. The level of theory is the ωB97M-V functional and the def2-TZVPD basis.

Geometry as XYZ:
```
89
Properties=species:S:1:pos:R:3:forces:R:3
Pb 1.925488 -0.872265 1.090107 -0.4 -0.1 0.1
O 0.638847 -2.826389 1.728032 -0.1 0.1 -0.3
C 0.427871 -3.915941 1.045313 0.0 -0.1 0.2
C -0.013585 -5.080415 1.723794 0.0 0.0 0.1
C -0.280286 -6.273403 1.077047 0.0 0.0 -0.1
C -0.103691 -6.373814 -0.298224 0.0 0.0 0.0
C 0.335953 -5.246599 -0.985553 0.0 0.0 0.0
C 0.597939 -4.035060 -0.364603 0.0 0.0 -0.1
C 1.015223 -2.842898 -1.229198 -0.2 -0.1 0.3
N 2.162007 -2.136016 -0.689068 0.4 0.1 -0.1
C 3.321904 -1.997442 -1.528793 0.1 0.0 0.1
C 3.683734 -0.526411 -1.722278 -0.1 0.0 -0.1
N 3.828821 0.068048 -0.408685 0.1 0.0 0.0
C 4.454362 1.162770 -0.275539 0.0 0.0 -0.1
C 4.648277 1.900933 0.956927 0.0 0.1 0.1
C 5.040638 3.239351 0.842989 0.0 -0.1 0.0
C 5.257478 4.053240 1.935534 0.0 0.1 0.1
C 5.096344 3.492382 3.213944 0.0 0.0 -0.2
C 4.722787 2.181973 3.369628 0.0 0.0 0.1
C 4.451530 1.304916 2.259004 0.0 0.1 0.0
O 4.081730 0.112957 2.447406 0.1 -0.1 0.1
H -0.147566 -4.995690 2.797361 0.0 0.0 0.0
H -0.631738 -7.130610 1.643934 0.0 0.0 0.0
H -0.310467 -7.296450 -0.828412 0.0 0.0 0.0
H 0.467417 -5.313162 -2.062940 0.0 0.1 0.0
H 1.306967 -3.259975 -2.202592 0.0 0.0 0.0
H 3.172965 -2.457889 -2.515208 -0.1 0.0 0.0
H 4.204922 -2.484566 -1.079845 0.0 -0.1 -0.1
H 2.846432 -0.039439 -2.233343 0.0 0.0 0.0
H 4.594061 -0.401816 -2.328610 0.0 0.0 0.0
H 4.899525 1.639002 -1.166127 0.0 0.0 0.0
H 5.156706 3.649558 -0.158087 0.0 0.0 0.0
H 5.532656 5.093645 1.812632 0.0 0.0 0.0
H 5.268254 4.110503 4.090675 0.0 0.0 0.0
H 4.598490 1.760154 4.361254 0.0 0.0 0.0
C -1.648723 -0.969210 3.883791 -0.1 0.0 -0.1
N -0.872043 0.257459 4.022677 0.0 -0.2 0.0
C -0.578553 0.776815 5.341756 0.0 0.1 -0.1
C -0.536939 0.908153 2.878745 0.0 0.0 0.2
O -0.913306 0.539319 1.783747 0.0 -0.1 -0.1
C 0.340036 2.147348 3.037939 0.0 0.1 -0.1
O 0.909596 2.570676 1.837915 0.0 0.0 0.0
C 0.037647 2.980320 0.813312 0.2 0.1 0.1
C 0.468704 2.285378 -0.468382 -0.2 0.1 -0.3
O 1.205741 1.319306 -0.446281 0.1 0.0 -0.1
N 0.007626 2.806518 -1.635982 0.1 -0.2 0.0
C 0.451374 2.171164 -2.868669 -0.1 0.0 0.1
C -0.777402 4.017773 -1.732218 0.0 -0.1 0.1
H -2.708307 -0.755905 3.728392 -0.1 0.0 0.0
H -1.522241 -1.566081 4.785646 0.0 0.0 0.0
H -1.287198 -1.534293 3.026966 0.1 0.0 0.0
H -0.830614 0.017629 6.077850 0.0 0.0 0.0
H -1.159007 1.676817 5.574970 0.0 0.0 0.0
H 0.479063 1.016633 5.461737 0.0 0.0 0.0
H 1.190047 1.934698 3.685576 0.0 0.0 0.1
H -0.262577 2.945402 3.503224 0.0 0.0 0.1
H 0.125325 4.066177 0.686943 0.0 0.0 0.1
H -1.001754 2.718866 1.019389 0.0 0.0 0.0
H 0.503636 1.096441 -2.712370 0.0 0.0 0.0
H 1.438858 2.536553 -3.169639 0.0 0.0 0.0
H -0.275068 2.374887 -3.653050 0.0 0.0 0.0
H -1.487300 4.091267 -0.910170 0.0 0.0 0.0
H -1.356119 3.987259 -2.653562 0.0 0.0 0.0
H -0.150749 4.918156 -1.739731 0.0 0.0 0.0
C -0.182107 -1.997393 -1.467512 -0.1 0.0 -0.1
C -1.230048 -1.445486 -1.738667 0.1 0.0 0.1
C -2.476373 -0.794607 -1.949464 0.0 0.1 0.1
C -3.547797 -1.104915 -1.027068 0.0 0.0 0.0
C -4.916887 -0.855974 -1.293670 0.0 0.0 0.0
C -5.919756 -1.235618 -0.416894 0.0 0.0 0.1
C -5.631371 -1.909143 0.764164 0.0 0.0 0.0
C -4.293278 -2.196539 1.034561 -0.1 0.0 0.0
C -3.283966 -1.798402 0.181795 0.1 0.0 0.0
C -2.599132 0.082963 -3.076369 0.0 0.0 0.0
C -3.511357 1.172133 -3.137040 0.0 0.0 0.1
C -3.612731 1.989946 -4.246227 0.1 0.0 -0.1
C -2.798587 1.803096 -5.363319 0.0 0.1 0.0
C -1.861522 0.770914 -5.313544 0.0 0.0 0.0
C -1.760468 -0.058008 -4.214007 0.1 0.0 -0.1
H -5.205970 -0.403607 -2.232570 0.0 0.0 0.0
H -6.953595 -1.016376 -0.669860 0.0 0.0 0.0
H -6.421576 -2.227057 1.434788 0.0 0.0 0.0
H -4.037838 -2.753906 1.930132 0.1 0.0 0.0
H -2.254728 -2.031620 0.426820 0.0 0.0 0.0
H -4.108059 1.394106 -2.261923 -0.1 0.0 0.0
H -4.330901 2.805152 -4.245560 0.0 0.0 0.1
H -2.881981 2.445413 -6.232098 0.0 0.0 0.0
H -1.195897 0.621297 -6.158880 0.0 -0.1 0.0
H -1.025821 -0.855073 -4.206583 0.0 0.0 0.0
```
Forces are in eV/Å.

E_LUMO	4.244	eV
charge	-2
highest occupied orbital energy	-0.150	eV
2S+1	1
DFT total energy	-2298.17982	a.u.



ΔE to the lowest compared entry with this formula, charge and spin? In order: 0.00; 0.00 kcal per mole.